Computed, not measured: a molecular structure, C42H56BaClN6O2S2, with ωB97M-V with the def2-TZVPD basis set.

Structure (XYZ):
```
110
Properties=species:S:1:pos:R:3
Ba 1.3151 -1.8801 -0.2333
C -0.4597 -3.3108 1.6296
C 0.8634 -3.3367 2.1399
C 1.1643 -2.0485 2.6306
C 0.0267 -1.2234 2.4297
C -0.9734 -2.0092 1.8106
C -2.4030 -1.6207 1.5469
C -0.1407 0.1410 3.0425
C 2.4505 -1.6215 3.2838
C 1.7904 -4.5199 2.1762
C -1.2287 -4.4826 1.0826
H -3.0751 -2.4445 1.7959
H -2.5990 -1.3618 0.5010
H -2.7069 -0.7690 2.1582
H -0.0672 0.0856 4.1325
H -1.1197 0.5733 2.8196
H 0.6150 0.8628 2.7167
H 2.4604 -1.8355 4.3568
H 2.6145 -0.5462 3.1728
H 3.3164 -2.1326 2.8524
H 1.7202 -5.0647 3.1220
H 2.8347 -4.2132 2.0675
H 1.5672 -5.2403 1.3843
H -2.1846 -4.6024 1.5989
H -0.6813 -5.4162 1.2246
H -1.4669 -4.3839 0.0184
O 0.4626 -4.0561 -1.7230
C 0.1046 -3.8130 -3.0950
C 1.2179 -4.1923 -4.0528
C 2.5329 -3.4414 -3.8101
C 2.4485 -1.9564 -4.0478
C 2.5842 -1.4391 -5.3324
C 2.5191 -0.0707 -5.5269
C 2.3259 0.7522 -4.4289
C 2.1948 0.1589 -3.1874
N 2.2454 -1.1611 -2.9902
H 0.2542 -4.9630 -1.4754
H -0.1043 -2.7424 -3.1599
H -0.8172 -4.3444 -3.3332
H 0.8676 -3.9978 -5.0709
H 1.4044 -5.2671 -3.9840
H 3.2871 -3.8571 -4.4807
H 2.8771 -3.6092 -2.7885
H 2.7513 -2.1094 -6.1658
H 2.6289 0.3479 -6.5187
H 2.2763 1.8274 -4.5280
H 2.0420 0.7683 -2.3024
C 2.0030 2.1434 0.5768
C 3.2819 1.3750 0.5456
N 3.3879 0.1329 0.1672
C 4.7010 -0.2949 0.1976
C 5.5867 0.6370 0.6354
S 4.7761 2.0950 0.9989
C 5.0640 -1.6511 -0.2428
C 6.3007 -2.0121 -0.6762
S 6.3297 -3.6772 -1.0455
C 4.6737 -3.8034 -0.6041
N 4.1413 -2.6785 -0.2203
C 3.9631 -5.1171 -0.6455
H 1.1796 1.4816 0.3163
H 2.0288 2.9709 -0.1343
H 1.8195 2.5605 1.5672
H 6.6486 0.5299 0.7805
H 7.1670 -1.3867 -0.8119
H 4.4233 -5.7886 -1.3688
H 2.9156 -4.9713 -0.9107
H 3.9949 -5.5960 0.3338
C -4.2755 1.7547 1.3985
C -4.6192 2.3392 0.0227
C -6.0557 2.8788 0.0821
C -4.6078 1.1786 -0.9896
C -3.6496 3.4902 -0.4215
O -3.8227 3.7570 -1.8125
C -3.8674 4.8559 0.2835
C -3.7420 5.0465 1.8045
C -2.3678 4.7845 2.3747
C -1.2676 5.5091 1.9182
C 0.0129 5.2387 2.3726
C 0.1993 4.2331 3.3092
Cl 1.8047 3.8676 3.8713
C -0.8768 3.5227 3.8097
C -2.1523 3.8060 3.3393
C -2.1552 3.1691 -0.2903
N -1.6613 1.9571 -0.9209
C -1.1621 0.8941 -0.2910
N -0.7189 0.0091 -1.1660
C -0.9824 0.6157 -2.3580
N -1.5427 1.7977 -2.2537
H -4.8906 0.8691 1.5694
H -4.4767 2.4479 2.2114
H -3.2346 1.4374 1.4694
H -6.7349 2.0648 0.3381
H -6.3870 3.2768 -0.8806
H -6.1777 3.6562 0.8369
H -5.4649 0.5340 -0.7875
H -3.7163 0.5576 -0.9009
H -4.6739 1.5343 -2.0159
H -4.7186 4.0799 -1.9589
H -4.8606 5.2032 -0.0092
H -3.1682 5.5387 -0.2065
H -4.4840 4.4551 2.3384
H -3.9981 6.0915 2.0005
H -1.4095 6.2962 1.1864
H 0.8605 5.8068 2.0134
H -0.7190 2.7562 4.5562
H -2.9908 3.2439 3.7320
H -1.8871 3.0884 0.7599
H -1.6057 4.0062 -0.7207
H -1.1299 0.7884 0.7819
H -0.7443 0.1797 -3.3146
```

## Properties
- LUMO energy: -0.070 Eh
- M: 913.9 g mol⁻¹
- Kohn-Sham gap: 0.259 hartree
- Charge: +1

Computed, not measured: a molecular structure, C42H56CuN3O3SbSeTe2, with ωB97M-V with the def2-TZVPD basis set.

Structure (XYZ):
```
109
Properties=species:S:1:pos:R:3
Cu 0.4109 0.3787 0.2521
C -2.7108 3.1246 -0.4222
C -1.3929 2.3717 -0.4914
O -0.4547 2.8447 -1.1365
O -1.3691 1.2485 0.1272
H -2.5467 4.1827 -0.6137
H -3.1978 2.9766 0.5427
H -3.3824 2.7402 -1.1934
C 1.3557 -0.5021 4.1129
Te -0.5633 -0.4317 3.1930
C -1.2469 0.5346 4.9619
C -0.0533 0.6037 5.8927
C -0.1829 1.1767 7.1589
C 0.9086 1.2779 8.0045
C 2.1502 0.7999 7.5910
C 2.2826 0.2236 6.3404
C 1.1873 0.1189 5.4830
H 2.0722 0.0663 3.5141
H 1.6815 -1.5430 4.1703
H -2.0635 -0.0451 5.3886
H -1.6207 1.5272 4.7133
H -1.1503 1.5486 7.4786
H 0.7955 1.7267 8.9831
H 3.0088 0.8750 8.2462
H 3.2475 -0.1454 6.0118
Se 4.3099 -0.1766 1.0271
C 6.0034 0.5243 1.0524
N 7.0711 0.9651 1.0694
Te 2.5336 2.0856 0.2194
C 2.6688 4.1799 -0.0954
C 3.9239 4.6840 -0.4081
C 4.0947 6.0598 -0.5175
C 3.0159 6.9071 -0.3148
C 1.7644 6.3847 -0.0066
C 1.5793 5.0134 0.1044
C 2.3252 2.4318 2.3030
C 1.0512 2.6816 2.7974
C 0.8918 2.9924 4.1438
C 1.9953 3.0530 4.9814
C 3.2686 2.8142 4.4755
C 3.4404 2.5046 3.1323
H 4.7686 4.0234 -0.5594
H 5.0714 6.4614 -0.7559
H 3.1473 7.9781 -0.4018
H 0.9209 7.0468 0.1435
H 0.6008 4.6051 0.3123
H 0.1823 2.6111 2.1522
H -0.1016 3.1755 4.5364
H 1.8635 3.2713 6.0342
H 4.1322 2.8606 5.1272
H 4.4320 2.3062 2.7465
C 2.6968 -6.9448 3.6882
C 3.5834 -5.7484 3.3816
N 3.2169 -5.0681 2.1384
C 4.1012 -5.2473 0.9863
C 4.0615 -6.6509 0.4029
C 2.1503 -4.2280 2.1901
O 1.5388 -3.9889 3.2220
C 1.7090 -3.5544 0.9215
C 1.3012 -4.2279 -0.2177
C 0.7981 -3.5010 -1.2865
C 0.7083 -2.1268 -1.1711
N 1.1040 -1.4733 -0.0704
C 1.5793 -2.1895 0.9477
H 2.9807 -7.3893 4.6437
H 2.7825 -7.7114 2.9160
H 1.6557 -6.6301 3.7590
H 4.6265 -6.0491 3.2770
H 3.5198 -5.0263 4.1938
H 5.1171 -5.0101 1.3103
H 3.8448 -4.5147 0.2283
H 4.4328 -7.3892 1.1157
H 4.6871 -6.7062 -0.4897
H 3.0431 -6.9345 0.1294
H 1.3697 -5.3082 -0.2712
H 0.4633 -3.9875 -2.1914
H 0.3150 -1.5192 -1.9763
H 1.8910 -1.6433 1.8338
C -5.0579 -3.9140 -1.1843
C -3.8036 -3.0947 -1.4808
C -2.7444 -3.9619 -2.1639
Sb -2.8528 -1.9618 0.1141
C -4.3790 -0.4612 0.4005
C -4.7892 0.1021 -0.9611
C -5.5973 -0.8569 1.2288
C -3.0948 -3.1785 1.9016
C -1.8288 -4.0347 2.0462
C -4.3387 -4.0484 2.0862
H -5.5266 -4.2399 -2.1205
H -5.8084 -3.3603 -0.6199
H -4.8189 -4.8146 -0.6183
H -4.0765 -2.2921 -2.1715
H -2.3613 -4.7354 -1.4892
H -1.8933 -3.3683 -2.5016
H -3.1614 -4.4735 -3.0394
H -3.8192 0.3103 0.9372
H -5.4316 -0.6020 -1.4980
H -3.9296 0.3216 -1.6018
H -5.3580 1.0309 -0.8432
H -6.1667 -1.6615 0.7605
H -6.2794 -0.0044 1.3307
H -5.3299 -1.1810 2.2360
H -3.0816 -2.4111 2.6842
H -1.7241 -4.7240 1.1999
H -1.8739 -4.6467 2.9541
H -0.9176 -3.4356 2.1077
H -4.2814 -4.9452 1.4672
H -5.2716 -3.5410 1.8502
H -4.4008 -4.3886 3.1265
```

## Properties
- LUMO energy (spin up / spin down): -0.003 / -0.083 Eh
- Spin multiplicity: 2
- M: 1170.4 g mol⁻¹
- Kohn-Sham gap (spin up / spin down): 0.276 / 0.195 hartree
- Expectation value of S²: 0.759

Results for relative energy (zero: lowest compared OMol25 entry of this formula, charge and spin): 0.000, 0.761 (in eV, following the order of the records).
Results for E: -3395.07947, -6842.14252 (in hartree, following the order of the records).